--- A ---
This record from the OMol25 dataset describes the molecule C5H9NO2. The level of theory is ωB97M-V/def2-TZVPD.

Geometry (Å):
C (-0.03, 0.80, 1.93)
C (0.46, 1.00, 0.51)
O (0.59, 2.12, 0.06)
N (0.62, -0.09, -0.32)
C (0.84, -1.43, 0.27)
C (-0.01, -0.02, -1.63)
C (-1.50, 0.27, -1.54)
O (-2.27, -0.08, -2.39)
H (0.01, 1.77, 2.40)
H (-0.99, 0.29, 1.95)
H (0.64, 0.12, 2.47)
H (1.78, -1.35, 0.80)
H (0.94, -2.15, -0.54)
H (0.14, -1.67, 1.07)
H (0.55, 0.63, -2.29)
H (0.06, -1.00, -2.12)
H (-1.81, 0.81, -0.63)

Highest occupied orbital energy ... -9.29 eV
SMILES ... CC(=O)N(C)CC=O

=====

--- B ---
This record from the OMol25 dataset describes the molecule C5H9NO2. The level of theory is ωB97M-V/def2-TZVPD.

Geometry (Å):
C (1.32, 1.32, -1.04)
C (0.28, 0.54, -0.47)
C (-0.69, -0.19, -1.11)
C (-1.57, -1.41, -0.81)
N (-1.54, -2.20, 0.15)
O (-0.59, -2.07, 1.15)
C (0.03, 0.64, 1.03)
O (1.16, 0.06, 1.59)
H (0.91, 2.33, -0.41)
H (1.10, 1.58, -2.14)
H (2.37, 0.88, -0.86)
H (-0.19, -0.22, -2.08)
H (-2.41, -1.74, -1.33)
H (0.02, -1.28, 1.08)
H (-0.97, 0.55, 1.53)
H (-0.02, 1.63, 1.43)
H (0.78, -0.41, 2.30)

Highest occupied orbital energy ... -9.38 eV
SMILES ... C/C(=C/C=N\O)CO

=====

We find A to be the most stable, with the next structure 5.290 eV higher.

=====

--- A ---
This record from the OMol25 dataset describes the molecule C5H9NO2. The level of theory is ωB97M-V/def2-TZVPD.

Geometry (Å):
C (2.03, 0.94, -0.66)
C (0.92, 0.46, -0.10)
O (-0.46, 1.21, -0.24)
N (-1.04, 2.01, 0.76)
C (0.62, -0.78, 0.52)
O (1.43, -1.15, 1.59)
C (-0.55, -1.44, 0.36)
C (-1.41, -1.47, -0.86)
H (2.05, 1.93, -1.10)
H (2.89, 0.30, -0.83)
H (-0.70, 2.97, 0.70)
H (-2.02, 2.05, 0.46)
H (1.94, -0.37, 1.86)
H (-0.77, -2.22, 1.08)
H (-2.41, -1.10, -0.61)
H (-1.00, -0.87, -1.68)
H (-1.52, -2.49, -1.22)

Highest occupied orbital energy ... -8.25 eV
SMILES ... C=C(ON)/C(O)=C\C

=====

--- B ---
This record from the OMol25 dataset describes the molecule C5H9NO2. The level of theory is ωB97M-V/def2-TZVPD.

Geometry (Å):
C (-2.86, -0.65, 0.15)
N (-1.76, -0.29, -0.38)
O (-0.79, -0.18, 0.60)
C (0.39, 0.31, 0.09)
C (0.35, 1.72, -0.51)
C (1.55, -0.10, 1.00)
C (1.48, -0.76, -0.37)
O (1.07, -2.10, -0.42)
H (-3.72, -0.73, -0.48)
H (-2.93, -0.79, 1.24)
H (-0.09, 2.47, 0.18)
H (1.38, 2.07, -0.75)
H (-0.20, 1.79, -1.45)
H (2.35, 0.61, 1.27)
H (1.31, -0.79, 1.88)
H (2.27, -0.45, -1.12)
H (0.20, -2.13, -0.93)

Highest occupied orbital energy ... -9.21 eV
SMILES ... C=NO[C@@]1(C)C[C@H]1O

=====

--- C ---
This record from the OMol25 dataset describes a structure of composition C5H9NO2. The level of theory is ωB97M-V/def2-TZVPD.

Geometry (Å):
C (-1.47, 1.56, 0.91)
C (1.28, -1.70, -0.69)
N (-0.89, 0.05, -1.28)
C (-0.77, 0.23, 0.68)
C (0.93, -0.26, -0.71)
C (0.92, 0.51, 0.50)
O (0.49, 0.31, -1.84)
O (-1.12, -0.81, 1.22)
H (-1.06, -0.94, -1.50)
H (-1.14, 2.32, 0.20)
H (-1.26, 1.89, 1.93)
H (-2.54, 1.39, 0.80)
H (2.33, -1.82, -0.41)
H (1.09, -2.18, -1.64)
H (0.69, -2.18, 0.11)
H (1.43, 0.07, 1.35)
H (1.08, 1.57, 0.36)

Highest occupied orbital energy ... -8.64 eV

=====

We find B to be the most stable, with the next structure 0.804 eV higher.

=====

--- A ---
This record from the OMol25 dataset describes the molecule C5H9NO2. The level of theory is ωB97M-V/def2-TZVPD.

Geometry (Å):
C (-1.80, 1.67, 0.37)
C (-1.70, 0.31, 0.39)
C (-0.69, -0.52, -0.33)
O (-1.19, -1.33, -1.31)
O (0.04, -1.44, 0.43)
C (0.79, -0.35, -0.17)
C (1.47, 0.42, 0.90)
N (1.56, -0.53, -1.25)
H (-2.57, 2.27, 0.90)
H (-1.31, 2.24, -0.49)
H (-2.18, -0.20, 1.12)
H (-0.76, -2.17, -1.16)
H (1.54, 1.52, 0.72)
H (2.45, -0.07, 1.16)
H (0.90, 0.14, 1.76)
H (2.32, -1.10, -0.96)
H (1.14, -0.87, -2.07)

Highest occupied orbital energy ... -9.51 eV
SMILES ... C=C[C@]1(O)O[C@@]1(C)N

=====

--- B ---
This record from the OMol25 dataset describes the molecule C5H9NO2. The level of theory is ωB97M-V/def2-TZVPD.

Geometry (Å):
O (-3.18, 0.03, 0.24)
C (-1.85, -0.61, -0.25)
C (-0.62, -0.20, 0.37)
O (-0.25, 1.13, -0.11)
C (1.27, 1.36, -0.21)
C (1.64, 0.09, 0.46)
N (1.97, -1.18, -0.09)
C (0.56, -0.67, -0.33)
H (-2.94, 0.86, 0.27)
H (-1.80, -1.89, -0.58)
H (-1.61, -0.07, -1.35)
H (-0.46, -0.31, 1.60)
H (1.83, 2.00, 0.67)
H (1.37, 1.54, -1.33)
H (1.28, 0.09, 1.52)
H (2.35, -1.73, 0.62)
H (0.44, -0.43, -1.49)

Highest occupied orbital energy ... -8.75 eV
SMILES ... OC[C@@H]1OC[C@@H]2N[C@H]21

=====

--- C ---
This record from the OMol25 dataset describes a cluster of 2 separate species, C5H9NO2 in total. The level of theory is ωB97M-V/def2-TZVPD.

Geometry (Å):
C (3.02, -0.54, 0.00)
N (3.08, 0.78, 0.17)
C (-0.36, 1.28, -0.03)
C (-0.53, -0.25, 0.27)
C (-1.84, -0.88, 0.53)
C (-2.93, -0.26, 0.06)
O (-2.86, 0.88, -0.58)
O (2.00, -1.19, -0.43)
H (3.86, -1.19, 0.33)
H (4.06, 1.12, 0.18)
H (-0.87, 1.56, -0.91)
H (0.73, 1.54, 0.02)
H (-0.81, 1.85, 0.83)
H (0.25, -0.59, 0.93)
H (-0.21, -0.76, -0.72)
H (-1.99, -1.90, 0.87)
H (-3.90, -0.66, 0.34)

Highest occupied orbital energy ... -7.83 eV

=====

We find A to be the most stable, with the next structure 4.308 eV higher.

=====

--- A ---
This record from the OMol25 dataset describes a structure of composition C4H9N3O. The level of theory is ωB97M-V/def2-TZVPD.

Geometry (Å):
C (-0.95, -0.22, -0.98)
C (-1.57, -0.26, 0.44)
C (-0.43, 0.76, 0.08)
C (3.04, -0.79, 0.58)
H (-1.21, 0.45, -2.96)
H (-2.58, 1.13, -2.06)
H (-0.34, -1.18, -1.08)
H (-2.63, 0.21, 0.73)
H (-0.24, -1.05, 2.05)
H (-0.40, 1.77, -0.02)
H (1.17, 1.32, 1.38)
H (3.93, -0.80, 0.00)
H (2.83, -0.43, 1.73)
N (-1.83, 0.32, -2.02)
N (0.71, 0.29, 0.78)
N (1.94, -0.32, -0.15)
O (-1.45, -1.19, 1.51)

Highest occupied orbital energy ... -8.55 eV

=====

--- B ---
This record from the OMol25 dataset describes a cluster of 2 separate species, C4H9N3O in total. The level of theory is ωB97M-V/def2-TZVPD.

Geometry (Å):
H (2.80, 1.56, -2.46)
N (2.35, 1.49, -1.52)
N (1.59, 0.57, -1.28)
O (1.35, -0.44, -2.21)
H (0.75, -1.10, -1.65)
C (0.43, -0.87, 0.84)
N (-0.13, -1.14, -0.25)
C (-1.22, -0.23, -0.44)
C (-1.41, 0.49, 0.98)
C (-0.26, -0.01, 1.81)
H (1.28, -1.56, 1.06)
H (-2.06, -0.74, -0.67)
H (-1.04, 0.40, -1.34)
H (-2.29, -0.12, 1.34)
H (-1.62, 1.57, 0.87)
H (0.19, 0.88, 2.43)
H (-0.71, -0.77, 2.51)

Highest occupied orbital energy ... -9.42 eV
SMILES ... [H]/N=N\O.C1=NCCC1

=====

We find B to be the most stable, with the next structure 4.980 eV higher.